{
  "formula": "C3H5Li2O4Yb",
  "method": "the ωB97M-V functional and the def2-TZVPD basis",
  "s_squared": 0.751,
  "de_lowest_kcal_mol": 0.0,
  "homo_lumo_gap_ev": [9.50, 9.35],
  "e_homo_ev": [-18.23, -18.23],
  "e_lumo_ev": [-8.734, -8.878],
  "multiplicity": 2,
  "total_charge": 2,
  "elements": ["Yb", "O", "O", "O", "O", "C", "C", "C", "Li", "Li", "H", "H", "H", "H", "H"],
  "xyz": [[0.14, 1.69, 1.37], [2.60, -0.62, 0.27], [-1.36, 1.25, -0.01], [1.35, 1.89, -0.08], [0.42, -0.59, 0.81], [-1.62, -0.06, -0.40], [1.44, -0.81, -0.09], [-0.92, -1.07, 0.51], [-0.02, 2.10, -1.25], [3.08, 1.49, 0.08], [-1.42, -1.14, 1.48], [-2.70, -0.30, -0.38], [-0.85, -2.07, 0.05], [1.16, -1.51, -0.90], [-1.29, -0.23, -1.44]]
}


{
  "formula": "C3H5LiLuO4",
  "method": "the ωB97M-V functional and the def2-TZVPD basis",
  "s_squared": 0.753,
  "de_lowest_kcal_mol": 0.0,
  "homo_lumo_gap_ev": [2.46, 1.57],
  "e_homo_ev": [-22.68, -21.80],
  "e_lumo_ev": [-20.227, -20.227],
  "multiplicity": 2,
  "total_charge": 4,
  "elements": ["Lu", "O", "O", "O", "O", "C", "C", "C", "Li", "H", "H", "H", "H", "H"],
  "xyz": [[4.56, 0.40, 0.14], [2.28, 1.25, 0.04], [-2.11, -2.01, -1.70], [2.48, -0.85, 0.62], [0.41, -0.02, 0.42], [1.80, 0.17, 0.35], [-1.80, 0.75, 0.21], [-0.39, 0.95, 0.20], [2.12, -2.65, 1.18], [-2.19, 1.05, -0.78], [0.07, 1.92, -0.06], [-2.04, -0.24, 0.63], [-2.23, 1.54, 0.87], [-2.96, -2.25, -2.11]]
}


{
  "formula": "C3H5LiO3Rh",
  "method": "the ωB97M-V functional and the def2-TZVPD basis",
  "s_squared": 6.010,
  "de_lowest_kcal_mol": 55.8,
  "homo_lumo_gap_ev": [7.21, 6.26],
  "e_homo_ev": [-11.33, -13.07],
  "e_lumo_ev": [-4.122, -6.809],
  "multiplicity": 5,
  "total_charge": 1,
  "elements": ["Rh", "O", "O", "O", "C", "C", "C", "Li", "H", "H", "H", "H", "H"],
  "xyz": [[-0.15, 0.93, -2.61], [0.99, 2.17, -0.85], [2.62, 3.71, -0.81], [0.50, 4.31, -0.46], [2.70, 4.79, 0.11], [1.29, 3.40, -1.11], [1.29, 5.39, 0.01], [2.73, 1.44, -1.11], [0.90, 5.71, 0.98], [1.24, 6.22, -0.70], [1.45, 2.95, -2.49], [3.48, 5.49, -0.23], [2.95, 4.39, 1.10]]
}


{
  "formula": "C3H5MgO3Zn",
  "method": "the ωB97M-V functional and the def2-TZVPD basis",
  "s_squared": 0.754,
  "homo_lumo_gap_ev": [7.01, 6.76],
  "e_homo_ev": [-7.56, -7.84],
  "e_lumo_ev": [-0.548, -1.084],
  "multiplicity": 2,
  "total_charge": 0,
  "elements": ["Zn", "Mg", "O", "O", "O", "C", "C", "C", "H", "H", "H", "H", "H"],
  "xyz": [[4.13, 0.32, -0.04], [1.01, 0.90, -0.99], [-0.70, -0.59, -0.63], [-0.39, 2.14, -0.48], [2.50, 0.03, -0.17], [-1.51, 1.55, -0.11], [0.08, -1.42, 0.25], [-1.69, 0.21, -0.08], [0.13, -2.40, -0.25], [1.46, -1.27, 0.44], [-2.44, -0.30, 0.52], [-0.27, -1.35, 1.29], [-2.33, 2.18, 0.25]]
}


{
  "formula": "C3H5N",
  "method": "the ωB97M-V functional and the def2-TZVPD basis",
  "de_lowest_kcal_mol": 90.6,
  "homo_lumo_gap_ev": 8.04,
  "e_homo_ev": -8.27,
  "e_lumo_ev": -0.230,
  "total_charge": 0,
  "elements": ["N", "C", "C", "C", "H", "H", "H", "H", "H"],
  "xyz": [[-1.07, -0.36, -0.44], [0.08, 0.11, -0.09], [0.99, 0.89, -0.75], [0.03, -0.48, 1.18], [0.75, 1.24, -1.78], [-1.30, -1.37, -0.32], [1.89, 1.23, -0.22], [0.35, -1.52, 1.40], [-0.74, -0.16, 1.92]]
}


{
  "formula": "C3H5N",
  "method": "the ωB97M-V functional and the def2-TZVPD basis",
  "de_lowest_kcal_mol": 45.2,
  "homo_lumo_gap_ev": 10.64,
  "smiles": "C#CCN",
  "e_homo_ev": -9.64,
  "e_lumo_ev": 1.004,
  "total_charge": 0,
  "elements": ["N", "C", "C", "C", "H", "H", "H", "H", "H"],
  "xyz": [[-0.45, 1.46, 0.45], [0.31, -0.72, -0.28], [1.12, -1.24, -1.03], [-0.71, 0.03, 0.48], [0.44, 1.60, 0.90], [-1.12, 1.93, 1.06], [1.91, -1.58, -1.66], [-0.72, -0.37, 1.49], [-1.70, -0.24, 0.04]]
}


{
  "formula": "C3H5N",
  "method": "the ωB97M-V functional and the def2-TZVPD basis",
  "de_lowest_kcal_mol": 43.7,
  "homo_lumo_gap_ev": 9.11,
  "smiles": "C=CN=C",
  "e_homo_ev": -8.77,
  "e_lumo_ev": 0.341,
  "total_charge": 0,
  "elements": ["N", "C", "C", "C", "H", "H", "H", "H", "H"],
  "xyz": [[0.26, -1.13, 0.16], [1.44, -0.68, 0.01], [-0.89, -0.33, 0.07], [-0.94, 1.00, -0.03], [2.26, -1.15, 0.54], [-1.81, -0.90, 0.14], [1.61, 0.07, -0.76], [-1.85, 1.53, 0.19], [-0.09, 1.59, -0.32]]
}


{
  "formula": "C3H5N2",
  "method": "the ωB97M-V functional and the def2-TZVPD basis",
  "de_lowest_kcal_mol": 138.8,
  "homo_lumo_gap_ev": [7.91, 7.91],
  "e_homo_ev": [-15.06, -15.06],
  "e_lumo_ev": [-7.149, -7.149],
  "total_charge": 1,
  "elements": ["N", "N", "C", "C", "C", "H", "H", "H", "H", "H"],
  "xyz": [[-0.51, 1.94, 0.05], [1.78, -0.11, -0.10], [2.36, 0.94, 0.04], [-0.56, 0.68, -0.05], [0.36, -0.45, 0.07], [-1.30, 2.42, -0.08], [-1.59, 0.22, -0.18], [2.48, -0.94, -0.26], [0.02, -0.75, 1.13], [0.09, -1.21, -0.58]]
}


{
  "formula": "C3H5N2",
  "method": "the ωB97M-V functional and the def2-TZVPD basis",
  "de_lowest_kcal_mol": 86.8,
  "homo_lumo_gap_ev": 12.01,
  "smiles": "N#[N+]C1CC1",
  "e_homo_ev": -17.02,
  "e_lumo_ev": -5.017,
  "total_charge": 1,
  "elements": ["N", "N", "C", "C", "C", "H", "H", "H", "H", "H"],
  "xyz": [[-3.35, -0.03, 0.29], [-2.34, 0.05, -0.10], [0.07, -0.78, 0.22], [0.15, 0.74, 0.26], [-0.88, 0.08, -0.63], [0.87, -1.25, -0.35], [-1.07, -0.16, -1.69], [-0.11, 1.03, 1.28], [-0.25, -1.10, 1.27], [0.95, 1.39, -0.09]]
}


{
  "formula": "C3H5N2",
  "method": "the ωB97M-V functional and the def2-TZVPD basis",
  "de_lowest_kcal_mol": 47.3,
  "homo_lumo_gap_ev": 10.91,
  "smiles": "C1=NC=[NH+]C1",
  "e_homo_ev": -16.67,
  "e_lumo_ev": -5.760,
  "total_charge": 1,
  "elements": ["N", "N", "C", "C", "C", "H", "H", "H", "H", "H"],
  "xyz": [[-0.29, -1.50, -0.08], [0.40, 0.52, -0.73], [-0.35, -0.72, 0.96], [0.05, 0.60, 0.61], [0.16, -0.71, -1.05], [0.74, 1.37, 1.10], [0.51, 1.31, -1.35], [0.33, -1.03, -2.10], [-0.98, 1.05, 0.65], [-0.58, -0.88, 1.99]]
}


{
  "formula": "C3H5N2",
  "method": "the ωB97M-V functional and the def2-TZVPD basis",
  "de_lowest_kcal_mol": 137.8,
  "homo_lumo_gap_ev": 7.01,
  "e_homo_ev": -15.72,
  "e_lumo_ev": -8.709,
  "total_charge": 1,
  "elements": ["N", "N", "C", "C", "C", "H", "H", "H", "H", "H"],
  "xyz": [[1.79, -0.45, 0.55], [-1.98, 0.33, 0.32], [1.09, 0.42, -0.01], [-1.02, -0.37, -0.07], [0.04, 0.06, -0.97], [2.56, -0.11, 1.12], [-0.09, 0.38, -2.00], [-2.70, -0.13, 0.87], [-0.85, -1.43, 0.23], [1.13, 1.51, 0.12]]
}


{
  "formula": "C3H5N2O",
  "method": "the ωB97M-V functional and the def2-TZVPD basis",
  "de_lowest_kcal_mol": 55.4,
  "homo_lumo_gap_ev": 6.42,
  "e_homo_ev": -2.13,
  "e_lumo_ev": 4.288,
  "total_charge": -1,
  "elements": ["O", "N", "N", "C", "C", "C", "H", "H", "H", "H", "H"],
  "xyz": [[-1.50, 1.50, -0.09], [-0.88, 0.37, -0.08], [2.63, 0.52, -0.37], [1.53, -0.07, -0.56], [0.38, 0.28, 0.53], [-1.36, -0.64, -0.76], [-0.87, -1.68, -0.90], [0.64, 1.30, 1.10], [2.51, 1.29, 0.33], [-2.24, -0.43, -1.38], [0.52, -0.64, 1.17]]
}


{
  "formula": "C3H5N2O",
  "method": "the ωB97M-V functional and the def2-TZVPD basis",
  "de_lowest_kcal_mol": 112.8,
  "homo_lumo_gap_ev": [4.93, 4.93],
  "e_homo_ev": [-12.43, -12.43],
  "e_lumo_ev": [-7.494, -7.494],
  "total_charge": 1,
  "elements": ["O", "N", "N", "C", "C", "C", "H", "H", "H", "H", "H"],
  "xyz": [[-0.23, -1.25, 0.41], [2.20, -0.57, -0.09], [-2.16, -0.08, -0.16], [3.16, 0.17, 0.09], [-1.13, -0.59, 0.24], [-3.24, 0.56, 0.02], [1.71, -0.89, -0.95], [3.39, 0.50, 1.13], [-3.81, 0.68, 0.99], [-3.66, 0.85, -1.06], [3.77, 0.63, -0.63]]
}


{
  "formula": "C3H5N2O2",
  "method": "the ωB97M-V functional and the def2-TZVPD basis",
  "de_lowest_kcal_mol": 74.7,
  "homo_lumo_gap_ev": 9.52,
  "smiles": "C[n+]1cc(=O)o[nH]1",
  "e_homo_ev": -15.82,
  "e_lumo_ev": -6.308,
  "total_charge": 1,
  "elements": ["O", "O", "N", "N", "C", "C", "C", "H", "H", "H", "H", "H"],
  "xyz": [[-3.37, -1.92, -1.18], [-1.63, -0.91, -2.21], [-0.51, -0.24, -1.81], [-0.51, -0.23, -0.41], [-1.54, -0.88, 0.00], [-2.38, -1.28, -1.16], [0.56, 0.17, 0.37], [-0.55, 0.64, -2.20], [1.27, 0.72, -0.24], [0.22, 0.72, 1.22], [-1.92, -1.10, 0.98], [0.99, -0.72, 0.67]]
}


{
  "formula": "C3H5N2O2",
  "method": "the ωB97M-V functional and the def2-TZVPD basis",
  "s_squared": 2.034,
  "de_lowest_kcal_mol": 174.3,
  "homo_lumo_gap_ev": [6.02, 5.60],
  "e_homo_ev": [-11.21, -14.99],
  "e_lumo_ev": [-5.196, -9.390],
  "multiplicity": 3,
  "total_charge": 1,
  "elements": ["O", "O", "N", "N", "C", "C", "C", "H", "H", "H", "H", "H"],
  "xyz": [[0.13, -1.73, -1.76], [-1.72, -0.49, -0.10], [-0.94, 0.56, -0.70], [0.65, -0.49, 0.59], [0.60, 0.96, 0.89], [-0.36, 1.50, 0.18], [-0.47, -0.68, -0.26], [0.56, -0.94, 1.57], [-0.61, 2.63, 0.16], [1.37, 1.45, 1.60], [-0.65, -2.04, -2.13], [1.43, -0.73, -0.05]]
}


{
  "formula": "C3H5N2O2S",
  "method": "the ωB97M-V functional and the def2-TZVPD basis",
  "de_lowest_kcal_mol": 81.8,
  "homo_lumo_gap_ev": 10.00,
  "e_homo_ev": -15.76,
  "e_lumo_ev": -5.762,
  "total_charge": 1,
  "elements": ["S", "O", "O", "N", "N", "C", "C", "C", "H", "H", "H", "H", "H"],
  "xyz": [[2.88, 0.39, -0.32], [2.76, -0.81, -1.09], [-0.31, -0.20, 1.57], [1.55, 0.84, 0.37], [-0.39, -0.84, 0.41], [0.28, 0.55, 0.52], [-0.92, -1.87, 0.02], [-0.67, 1.62, -0.15], [-0.52, 2.50, 0.43], [-0.90, -2.22, -0.97], [-1.65, 1.21, -0.07], [-1.54, -2.65, 0.53], [-0.56, 1.49, -1.26]]
}


{
  "formula": "C3H5N2OS",
  "method": "the ωB97M-V functional and the def2-TZVPD basis",
  "de_lowest_kcal_mol": 73.6,
  "homo_lumo_gap_ev": [7.09, 7.08],
  "e_homo_ev": [-12.32, -12.32],
  "e_lumo_ev": [-5.231, -5.233],
  "total_charge": 1,
  "elements": ["S", "O", "N", "N", "C", "C", "C", "H", "H", "H", "H", "H"],
  "xyz": [[-1.50, -0.52, 0.30], [-4.44, 0.51, -0.37], [0.39, -1.56, -0.58], [1.01, 0.31, 0.43], [1.27, -0.61, -0.48], [-3.82, -0.44, -0.14], [-0.30, 0.55, 0.80], [2.15, -0.37, -1.00], [0.29, -2.30, -1.31], [-3.86, -1.47, -0.44], [-0.69, 1.54, 1.15], [1.76, 0.98, 0.50]]
}


{
  "formula": "C3H5N2S",
  "method": "the ωB97M-V functional and the def2-TZVPD basis",
  "de_lowest_kcal_mol": 58.1,
  "homo_lumo_gap_ev": 5.81,
  "smiles": "Cn1ccn1[S-]",
  "e_homo_ev": -1.72,
  "e_lumo_ev": 4.089,
  "total_charge": -1,
  "elements": ["S", "N", "N", "C", "C", "C", "H", "H", "H", "H", "H"],
  "xyz": [[-0.25, 3.18, 0.62], [-0.29, 0.55, 0.03], [0.41, 1.84, -0.10], [-0.23, 0.24, -1.23], [0.12, 1.45, -1.75], [-0.15, -0.09, 1.30], [0.64, -0.87, 1.33], [0.59, 2.01, -2.51], [-0.52, -0.81, -1.46], [-0.10, 0.57, 2.03], [-1.15, -0.64, 1.60]]
}


{
  "formula": "C3H5N3",
  "method": "the ωB97M-V functional and the def2-TZVPD basis",
  "de_lowest_kcal_mol": 169.4,
  "homo_lumo_gap_ev": [7.02, 7.03],
  "e_homo_ev": [-7.89, -7.89],
  "e_lumo_ev": [-0.866, -0.864],
  "total_charge": 0,
  "elements": ["N", "N", "N", "C", "C", "C", "H", "H", "H", "H", "H"],
  "xyz": [[-1.64, 0.56, 0.69], [-1.67, -0.65, 0.57], [-0.69, -1.57, 0.42], [1.00, 1.10, -0.96], [0.57, -0.98, 0.73], [0.72, 0.11, 0.06], [0.75, 2.08, -0.54], [1.12, -1.37, 1.60], [2.03, 1.04, -1.34], [0.33, 0.92, -1.83], [-2.52, -1.24, 0.62]]
}


{
  "formula": "C3H5N3",
  "method": "the ωB97M-V functional and the def2-TZVPD basis",
  "de_lowest_kcal_mol": 26.7,
  "homo_lumo_gap_ev": 10.29,
  "smiles": "Cc1cnn[nH]1",
  "e_homo_ev": -9.49,
  "e_lumo_ev": 0.807,
  "total_charge": 0,
  "elements": ["N", "N", "N", "C", "C", "C", "H", "H", "H", "H", "H"],
  "xyz": [[-2.13, 0.26, 0.65], [-1.98, -0.97, 0.30], [-0.97, 0.90, 0.45], [-0.01, 0.07, -0.04], [-0.70, -1.13, -0.15], [1.48, 0.25, -0.29], [-0.35, -2.08, -0.51], [1.76, 1.27, -0.60], [-1.03, 1.89, 0.66], [2.06, -0.01, 0.61], [1.87, -0.43, -1.07]]
}


Number 1: electronic energy -1591.56684 Ha. Number 2: electronic energy -1659.36870 Ha. Number 3: electronic energy -460.65245 Ha. Number 4: electronic energy -2322.36073 Ha. Number 5: electronic energy -171.91065 Ha. Number 6: electronic energy -171.98309 Ha. Number 7: electronic energy -171.98540 Ha. Number 8: electronic energy -226.37112 Ha. Number 9: electronic energy -226.45407 Ha. Number 10: electronic energy -226.51696 Ha. Number 11: electronic energy -226.37278 Ha. Number 12: electronic energy -301.91651 Ha. Number 13: electronic energy -301.64955 Ha. Number 14: electronic energy -376.91707 Ha. Number 15: electronic energy -376.61346 Ha. Number 16: electronic energy -775.03744 Ha. Number 17: electronic energy -699.85785 Ha. Number 18: electronic energy -624.86191 Ha. Number 19: electronic energy -281.32004 Ha. Number 20: electronic energy -281.54755 Ha.